Computed, not measured: a cluster of 5 separate species, C67H151OP4 in total at a distorted geometry, with ωB97M-V with the def2-TZVPD basis set.

Geometry as XYZ:
```
223
C67H151OP4 (ωB97M-V with the def2-TZVPD basis set)
C -0.228 -2.743 0.681
C -0.086 -2.104 -0.644
C -0.990 -2.721 -1.736
O -0.003 -0.739 -0.561
H 0.214 -3.740 0.660
H -1.272 -2.819 0.985
H 0.403 -2.261 1.426
H 0.906 -2.389 -0.993
H -2.061 -2.619 -1.567
H -0.850 -3.789 -1.900
H -0.782 -2.195 -2.668
C 4.492 -0.162 5.022
C 4.378 -0.505 3.543
C 3.651 0.591 2.765
C 3.074 0.295 1.369
P 4.203 0.098 -0.064
C 5.803 1.053 0.276
C 6.820 0.837 -0.795
C 7.626 2.188 -0.916
C 8.803 2.156 -1.898
C 4.772 -1.604 -0.114
C 3.630 -2.561 -0.381
C 4.204 -3.955 -0.194
C 3.346 -4.941 -0.970
C 3.237 0.560 -1.566
C 3.251 2.095 -1.842
C 2.439 2.417 -3.130
C 2.827 3.735 -3.772
H 5.137 0.711 5.127
H 5.039 -0.970 5.508
H 3.530 -0.108 5.531
H 3.725 -1.359 3.363
H 5.328 -0.794 3.095
H 4.459 1.272 2.497
H 2.884 1.128 3.323
H 2.415 1.123 1.107
H 2.378 -0.533 1.502
H 6.294 0.858 1.230
H 5.482 2.086 0.406
H 6.485 0.576 -1.798
H 7.559 0.058 -0.612
H 7.971 2.530 0.060
H 6.890 2.899 -1.289
H 9.225 3.160 -1.957
H 8.444 1.949 -2.906
H 9.575 1.415 -1.691
H 5.207 -1.973 0.815
H 5.635 -1.669 -0.777
H 3.143 -2.275 -1.313
H 2.857 -2.631 0.385
H 4.117 -4.213 0.861
H 5.274 -4.099 -0.345
H 3.204 -4.694 -2.022
H 2.313 -4.881 -0.625
H 3.725 -5.963 -1.000
H 2.236 0.148 -1.439
H 3.707 -0.045 -2.342
H 4.330 2.241 -1.890
H 2.875 2.645 -0.979
H 1.410 2.574 -2.806
H 2.511 1.578 -3.822
H 3.742 3.742 -4.365
H 3.044 4.543 -3.075
H 1.975 4.075 -4.361
C -1.673 -3.398 -11.413
C -2.065 -2.395 -10.241
C -2.566 -3.009 -8.868
C -1.442 -3.814 -8.298
P -1.880 -4.600 -6.627
C -3.095 -3.713 -5.622
C -3.457 -4.203 -4.191
C -4.664 -3.372 -3.507
C -6.139 -3.733 -3.971
C -0.461 -4.687 -5.456
C 0.341 -3.267 -5.506
C 1.469 -3.160 -4.493
C 1.808 -1.707 -4.127
C -2.493 -6.287 -6.855
C -3.406 -6.502 -8.100
C -4.974 -6.509 -7.670
C -5.799 -6.541 -8.907
H -2.381 -3.182 -12.213
H -1.854 -4.420 -11.080
H -0.626 -3.301 -11.699
H -2.824 -1.663 -10.516
H -1.163 -1.804 -10.082
H -3.482 -3.594 -8.953
H -2.682 -2.224 -8.122
H -0.655 -3.099 -8.059
H -0.943 -4.570 -8.905
H -4.077 -3.896 -6.057
H -2.945 -2.634 -5.671
H -2.642 -4.104 -3.474
H -3.651 -5.274 -4.149
H -4.470 -2.304 -3.602
H -4.777 -3.521 -2.433
H -6.904 -3.569 -3.212
H -6.290 -4.745 -4.347
H -6.289 -2.986 -4.750
H 0.181 -5.539 -5.678
H -0.859 -4.888 -4.461
H -0.332 -2.582 -4.991
H 0.740 -2.885 -6.445
H 2.365 -3.703 -4.794
H 1.154 -3.637 -3.565
H 1.624 -1.124 -5.029
H 2.840 -1.659 -3.778
H 1.289 -1.177 -3.328
H -2.797 -6.662 -5.877
H -1.544 -6.751 -7.122
H -3.145 -7.471 -8.527
H -3.204 -5.731 -8.843
H -5.202 -5.608 -7.101
H -5.198 -7.420 -7.114
H -5.929 -5.576 -9.397
H -6.811 -6.808 -8.602
H -5.530 -7.394 -9.530
C -1.503 0.071 -5.217
C -1.210 1.252 -4.294
C -2.442 1.675 -3.429
C -2.823 0.773 -2.298
P -3.079 1.461 -0.636
C -3.486 0.132 0.558
C -3.994 0.408 2.031
C -3.905 -0.745 3.015
C -3.944 -0.282 4.559
C -4.546 2.642 -0.620
C -5.921 2.051 -0.965
C -6.163 1.923 -2.496
C -7.514 1.421 -2.974
C -1.601 2.332 -0.131
C -1.026 3.437 -0.968
C -0.018 4.346 -0.241
C -0.531 4.908 1.107
H -2.155 -0.660 -4.740
H -0.582 -0.423 -5.525
H -1.988 0.504 -6.092
H -0.928 2.064 -4.964
H -0.408 1.138 -3.564
H -3.333 1.625 -4.055
H -2.173 2.690 -3.136
H -2.067 0.024 -2.064
H -3.735 0.184 -2.398
H -2.749 -0.669 0.521
H -4.320 -0.287 -0.006
H -5.023 0.756 1.935
H -3.507 1.260 2.505
H -2.923 -1.218 2.992
H -4.603 -1.572 2.882
H -4.986 -0.299 4.879
H -3.556 0.737 4.567
H -3.390 -0.928 5.240
H -4.346 3.499 -1.263
H -4.496 3.163 0.336
H -6.550 2.844 -0.560
H -6.404 1.234 -0.430
H -5.440 1.248 -2.953
H -5.896 2.844 -3.014
H -8.299 1.913 -2.400
H -7.521 0.335 -2.887
H -7.703 1.742 -3.998
H -0.865 1.561 0.095
H -1.868 2.597 0.892
H -1.751 4.122 -1.407
H -0.412 3.027 -1.770
H 0.258 5.183 -0.883
H 0.904 3.832 0.033
H -0.108 4.370 1.955
H -1.608 5.079 1.121
H -0.137 5.917 1.231
C -2.743 1.665 10.315
C -2.834 1.847 8.784
C -1.677 2.802 8.351
C -0.308 2.141 8.571
P 1.079 2.878 7.634
C 0.973 2.418 5.908
C -0.474 2.466 5.116
C -0.307 1.840 3.760
C -0.006 0.283 3.796
C 1.080 4.721 7.827
C 1.554 5.202 9.183
C 2.113 6.615 9.316
C 3.461 6.882 8.642
C 2.652 2.157 8.366
C 4.103 2.596 7.757
C 5.296 1.686 8.218
C 5.414 1.352 9.736
H -3.598 1.116 10.710
H -2.817 2.677 10.712
H -1.861 1.331 10.862
H -3.830 2.133 8.444
H -2.810 0.885 8.272
H -1.771 3.701 8.960
H -2.055 3.058 7.361
H -0.331 1.121 8.188
H 0.041 2.075 9.602
H 1.216 1.356 5.950
H 1.725 2.906 5.288
H -0.747 3.521 5.155
H -1.274 1.953 5.650
H 0.500 2.364 3.248
H -1.195 2.046 3.162
H 1.016 -0.022 4.023
H -0.213 -0.224 2.854
H -0.725 -0.322 4.349
H 0.120 5.169 7.571
H 1.796 4.918 7.029
H 2.281 4.451 9.491
H 0.723 5.038 9.870
H 2.198 6.794 10.388
H 1.250 7.194 8.989
H 3.911 7.649 9.273
H 3.399 7.300 7.637
H 4.176 6.068 8.526
H 2.520 1.086 8.209
H 2.610 2.121 9.454
H 4.267 3.668 7.862
H 4.216 2.457 6.682
H 6.226 2.086 7.815
H 5.237 0.721 7.715
H 4.913 0.463 10.119
H 4.971 2.197 10.264
H 6.488 1.280 9.907
```

## Properties
**HOMO-LUMO gap**: 7.057 eV
**E_tot**: -111106.5226 eV
**Net charge**: +3
**Energy relative to the best compared isomer or geometry (same formula, charge and spin)**: 0.000 eV
**LUMO**: -4.761 eV
**Strongest force on any atom**: 2.8 eV/Å